(1)
DFT (wB97M-V/def2-TZVPD) results for a cluster of 2 separate species, C4H10OS2 in total.

```
17
Properties=species:S:1:pos:R:3:forces:R:3
S 0.06838 -0.53629 1.73339 -2.0 -1.1 0.5
S 1.67823 0.47616 1.19276 1.0 0.1 -0.6
C 0.11183 -2.13366 0.77299 0.8 0.7 -0.3
C 1.28764 0.63171 -0.55788 -0.1 -0.5 -1.1
C 0.17976 -1.81574 -0.75628 -0.2 1.0 -0.6
C 1.21038 -0.74756 -1.31240 0.5 -0.3 1.1
H 0.95183 -2.67141 1.25328 -0.2 0.0 -0.9
H -0.80713 -2.72816 0.93886 0.4 0.6 0.3
H 2.07518 1.23651 -1.04722 -0.3 -0.2 0.4
H 0.32692 1.16798 -0.67987 0.4 -0.2 0.2
H -0.78696 -1.36300 -1.04943 0.0 -0.6 0.4
H 0.30932 -2.74372 -1.34578 -0.1 0.4 0.3
H 1.01503 -0.46354 -2.36436 -0.2 -0.6 0.4
H 2.17956 -1.28163 -1.28240 -0.1 0.7 -0.1
O -3.28360 4.69044 1.33886 0.0 -1.1 0.5
H -2.48572 4.13352 1.48548 -0.9 0.6 -0.1
H -4.03058 4.14834 1.68006 0.8 0.6 -0.4
```
Positions in Å, forces in eV/Å.

The structure (SMILES) is C1CCSSC1.O. The calculation puts the strongest force on any atom at 2.34 eV Å⁻¹. The energy relative to the best compared isomer or geometry (same formula, charge and spin) comes out at 14.2 kcal/mol. The LUMO energy comes out at 0.599 eV.



(2)
DFT (wB97M-V/def2-TZVPD) results for a cluster of 3 separate species, C3H13NO2S in total.

```
20
Properties=species:S:1:pos:R:3:forces:R:3
C -0.22930 -0.55614 -1.46861 -1.1 -1.1 2.4
C -0.36252 0.56335 -0.43749 0.5 0.6 0.4
C -1.53987 0.47867 0.56489 -1.5 -0.6 0.5
S -2.23274 -1.23612 1.16729 0.4 1.6 -0.2
N -0.36535 -1.98399 -0.96655 3.3 1.4 -0.8
H -1.01660 -0.41446 -2.11193 -1.9 0.5 -2.0
H 0.66613 -0.35542 -2.01329 0.8 -0.5 -0.3
H -0.39847 1.50067 -1.06777 -0.6 -0.7 0.7
H 0.59065 0.75959 0.06505 -0.1 -0.5 0.4
H -1.47934 1.12935 1.50579 0.1 -0.9 -1.7
H -2.49484 0.60915 0.04488 0.3 1.3 -0.1
H -1.04739 -1.53206 1.63626 0.5 -0.8 0.6
H -1.27006 -2.38387 -0.84228 -0.5 0.3 -0.3
H 0.22829 -2.49886 -1.60952 -0.5 -0.5 0.3
H 1.86483 4.05764 -0.42688 -0.2 -0.5 0.0
H 3.20336 3.50571 -0.19744 1.3 0.0 0.2
O 2.31858 3.20597 -0.32377 -1.1 0.5 -0.2
H 1.25801 -1.44669 1.38931 1.8 0.7 -2.7
H 1.48547 -1.72684 2.93808 -1.7 0.3 -2.4
O 0.82115 -1.67564 2.15397 0.1 -1.0 5.2
```
Positions in Å, forces in eV/Å.

The structure (SMILES) is NCCCS.O.O. The calculation puts the strongest force on any atom at 5.25 eV Å⁻¹. The energy relative to the best compared isomer or geometry (same formula, charge and spin) comes out at 42.8 kcal/mol. The LUMO energy comes out at 0.625 eV.



(3)
DFT (wB97M-V/def2-TZVPD) results for a cluster of 2 separate species, C5H13NO in total.

```
20
Properties=species:S:1:pos:R:3:forces:R:3
C -0.18293 0.32947 -1.93027 -1.8 -0.8 -1.1
N 0.07161 -0.03488 -0.57227 1.2 1.2 0.8
C 0.08880 1.13040 0.38331 -0.5 -2.3 -1.1
C -0.59354 0.53673 1.61781 0.3 1.1 -0.3
C -1.55379 -0.49698 1.03555 -0.4 0.2 1.3
C -0.68727 -1.15570 0.01291 0.2 -0.5 -1.9
H -1.19000 0.75449 -2.17968 -0.3 -0.4 0.8
H -0.17994 -0.64580 -2.42925 0.4 0.6 -0.8
H 0.36581 1.12878 -2.44452 1.2 -0.7 0.7
H 1.13560 1.37683 0.53145 -0.1 0.8 0.1
H -0.54109 1.88970 -0.09283 0.4 0.5 0.4
H -1.08830 1.38096 2.08608 -0.2 -0.2 0.7
H 0.17060 0.10476 2.27371 -0.4 0.0 0.1
H -2.39944 0.02610 0.58308 0.1 0.0 -0.2
H -1.97495 -1.11307 1.83961 0.2 -0.2 -0.3
H -0.02644 -1.96079 0.36358 0.1 0.5 0.6
H -1.18605 -1.68985 -0.81078 -0.5 0.4 0.2
H 3.08025 -0.81391 -0.77210 -0.3 -0.2 -0.6
H 3.04444 -0.30676 0.61094 -0.5 0.2 0.8
O 3.64663 -0.44047 -0.10633 0.7 0.0 -0.2
```
Positions in Å, forces in eV/Å.

The structure (SMILES) is CN1CCCC1.O. The calculation puts the strongest force on any atom at 2.60 eV Å⁻¹. The energy relative to the best compared isomer or geometry (same formula, charge and spin) comes out at 37.3 kcal/mol. The LUMO energy comes out at 0.881 eV.



(4)
DFT (wB97M-V/def2-TZVPD) results for a structure of composition C32H37ClMnN2Si2.

```
75
Properties=species:S:1:pos:R:3:forces:R:3
C -2.16829 -0.84438 4.50032 -0.7 -0.9 0.0
C -3.00432 -0.48478 3.39721 0.1 -0.8 0.2
C -3.14718 -1.64220 2.54956 0.0 -0.5 0.8
H -3.54294 0.45613 3.27731 0.3 -0.3 0.0
C -2.34808 -2.69657 3.10928 -0.8 0.5 0.3
C -1.73238 -2.19763 4.30925 -0.7 0.7 -0.2
H -1.15040 -2.78577 5.02303 -0.1 0.3 -0.4
H -1.98796 -0.25825 5.40177 0.2 0.0 -0.5
H -3.83075 -1.73356 1.70745 0.4 0.1 0.2
H -2.29756 -3.72221 2.76995 0.1 0.2 -0.1
Mn -1.04217 -1.06880 2.49344 2.4 1.2 0.6
Si 2.31975 1.59255 -0.06695 -1.5 -2.1 1.5
C 0.93663 2.92450 -0.62510 0.1 -0.4 -0.1
C 1.11243 3.98312 -1.51539 0.0 1.5 -0.5
H 2.02559 4.04987 -2.10678 -0.2 0.1 0.2
C 0.11232 4.95777 -1.66932 0.3 -0.3 -0.4
H 0.23575 5.78051 -2.38500 0.1 -0.5 0.3
C -1.07343 4.90193 -0.91466 0.4 0.1 -0.2
H -1.85651 5.65884 -1.02743 0.5 -0.2 0.1
C -1.23302 3.86899 0.00794 0.2 -1.2 0.3
H -2.11657 3.82086 0.65520 0.3 0.0 -0.4
C -0.23622 2.89697 0.12364 -1.3 0.7 1.4
H -0.36531 2.09318 0.85311 0.1 0.6 -0.5
C 0.85432 -0.09986 -0.14103 -0.4 0.5 2.1
C -0.59843 -0.22453 0.05753 1.2 2.6 1.9
H -1.29003 0.60946 0.07387 0.4 0.2 0.0
C -1.23660 -1.52643 -0.29918 -0.2 0.3 -1.4
H -2.31799 -1.55524 -0.49644 0.6 0.2 0.3
C -0.56659 -2.63722 0.36407 1.8 -2.1 1.0
H -1.12927 -3.53099 0.67440 0.4 0.6 0.2
C 0.80731 -2.57258 0.37184 -2.1 -1.6 0.6
H 1.43674 -3.34800 0.83888 -0.4 0.3 -0.4
C 1.41950 -1.44842 -0.30022 0.5 0.9 -1.1
H 2.42574 -1.60263 -0.71571 -0.5 0.5 0.5
H 2.18965 1.83597 1.40791 -0.5 0.2 -0.4
Si 0.00559 -1.07398 -1.59570 0.1 -1.8 -7.0
C 0.37644 -2.35463 -3.02021 0.2 -0.2 0.4
C -0.42206 -2.29468 -4.17185 0.2 -0.1 -0.5
H -1.22145 -1.55978 -4.22692 0.0 -0.1 0.0
C -0.16963 -3.08577 -5.29860 0.3 0.0 0.5
H -0.75408 -2.95200 -6.20457 0.0 -0.1 0.2
C 0.88049 -4.01254 -5.26208 -0.2 0.3 0.0
H 1.08880 -4.62697 -6.13716 0.0 0.1 0.2
C 1.67128 -4.11255 -4.12241 0.2 0.1 0.4
H 2.51062 -4.81451 -4.09964 -0.3 0.2 0.0
C 1.43009 -3.28503 -3.01167 -0.3 -0.1 -0.5
H 2.09601 -3.36173 -2.15421 -0.1 0.0 -0.1
C -0.29960 0.39615 -2.89706 -0.2 -1.1 1.2
C -1.59277 0.87729 -3.09522 0.2 1.0 -0.1
H -2.45264 0.30167 -2.74495 0.1 0.3 0.1
C -1.77614 2.12849 -3.71959 0.0 -0.4 0.2
H -2.78258 2.54637 -3.76595 0.3 -0.1 -0.2
C -0.67702 2.84052 -4.21273 0.0 -0.2 0.2
H -0.80498 3.85721 -4.60075 0.0 -0.5 0.0
C 0.59149 2.25243 -4.16995 0.1 -0.1 0.1
H 1.46635 2.78883 -4.54981 -0.4 -0.2 -0.1
C 0.77634 1.00708 -3.54729 -0.2 0.8 0.2
H 1.76501 0.54395 -3.53051 -0.1 0.2 0.1
H 3.37565 2.51813 -0.41732 0.5 0.6 -1.1
Cl 3.95983 0.12763 0.31524 -0.4 0.4 -0.2
N 1.18949 -1.30155 2.90457 -0.3 -0.2 -0.3
C 1.63242 -1.11881 4.31340 0.2 -0.3 -0.4
C 1.30052 0.25871 4.89402 0.1 -0.1 0.8
C 0.92285 1.37304 3.94627 -0.2 0.2 -0.2
N -0.37416 1.12462 3.24710 -0.1 0.5 -0.2
H 1.78695 -0.75969 2.25793 -0.4 -0.2 0.4
H 1.35748 -2.27366 2.63372 0.0 0.4 0.2
H 1.11135 -1.87851 4.90758 0.3 0.1 -0.2
H 2.71618 -1.31748 4.38083 -0.4 0.1 0.0
H 0.50183 0.12528 5.64039 0.2 0.2 -0.2
H 2.18843 0.60720 5.44259 -0.3 -0.1 0.0
H 0.83429 2.30492 4.52802 0.2 -0.2 -0.2
H 1.71216 1.52745 3.20080 -0.3 -0.1 0.2
H -1.12474 1.51494 3.82926 0.3 -0.4 -0.2
H -0.39986 1.71134 2.41067 0.1 -0.2 0.5
```
Positions in Å, forces in eV/Å.

The calculation puts the strongest force on any atom at 7.25 eV Å⁻¹. As for the multiplicity: 5. The net charge is +1. The LUMO energy (alpha / beta) comes out at -2.977 / -7.384 eV.



Question: Look up the strongest force on any atom of the fourth one.
Answer: 7.25 eV Å⁻¹



Question: Among the records above, which one has the highest strongest force on any atom?
Answer: C32H37ClMnN2Si2



Question: Among the records above, which one has the lowest strongest force on any atom?
Answer: C4H10OS2